64
Properties=species:S:1:pos:R:3 method="wB97M-V/def2-TZVPD" charge=-1 de_lowest_ev=2.112 e_tot_ha=-2278.372326 homo_lumo_gap_ev="6.2 / 6.2"
Pd -1.95 -0.36 0.15
C -4.32 -1.98 -1.34
N -3.13 -2.32 -0.57
C -3.48 -3.16 0.57
C -2.10 -2.95 -1.39
C -0.78 -2.95 -0.65
C 0.15 -3.95 -0.84
C 1.36 -3.92 -0.17
C 1.63 -2.88 0.71
C 0.69 -1.88 0.90
C -0.52 -1.87 0.22
H -4.74 -2.87 -1.84
H -4.06 -1.24 -2.10
H -5.06 -1.55 -0.67
H -3.99 -4.08 0.23
H -4.13 -2.61 1.25
H -2.57 -3.44 1.11
H -2.00 -2.38 -2.32
H -2.40 -3.99 -1.65
H -0.06 -4.77 -1.53
H 2.09 -4.71 -0.32
H 2.57 -2.86 1.24
H 0.90 -1.08 1.60
N -3.75 2.70 0.45
C -4.23 1.66 1.20
N -5.33 1.69 1.95
N -5.41 0.46 2.47
N -4.43 -0.27 2.08
N -3.64 0.45 1.29
C -2.99 2.50 -0.67
N -2.54 3.46 -1.46
N -1.89 2.82 -2.43
N -1.94 1.55 -2.25
N -2.64 1.28 -1.14
H -4.21 3.59 0.54
C 3.81 -0.01 2.11
C 5.03 0.03 1.23
S 5.02 1.55 0.21
O 6.31 1.66 -0.43
O 4.59 2.63 1.04
C 3.78 1.26 -1.13
C 2.79 2.42 -1.23
N 1.65 2.22 -0.39
C 0.71 1.25 -0.56
N -0.15 1.25 0.44
C 0.22 2.22 1.30
C 1.35 2.85 0.80
N 2.03 3.95 1.33
O 1.89 4.17 2.53
O 2.67 4.67 0.56
C 0.67 0.36 -1.74
H 3.84 -0.87 2.77
H 2.90 -0.06 1.51
H 3.76 0.90 2.71
H 5.11 -0.81 0.55
H 5.94 0.10 1.81
H 3.29 0.32 -0.88
H 4.36 1.14 -2.04
H 2.45 2.54 -2.27
H 3.28 3.34 -0.91
H -0.32 2.44 2.19
H 0.76 0.93 -2.66
H -0.31 -0.14 -1.76
H 1.45 -0.40 -1.70

52
Properties=species:S:1:pos:R:3 method="wB97M-V/def2-TZVPD" de_lowest_ev=2.222 e_tot_ha=-1184.369679 smiles="O=C(CCc1nnc(C2CCCCC2)o1)NCCCOc1cccnc1" homo_lumo_gap_ev=9.6
O -3.55 -2.62 1.74
C -2.80 -2.51 0.79
C -1.81 -3.62 0.41
C -0.39 -3.30 0.90
C 0.29 -2.28 0.06
N -0.15 -1.70 -1.01
N 0.81 -0.85 -1.44
C 1.80 -0.96 -0.61
C 3.07 -0.20 -0.63
C 4.27 -1.15 -0.75
C 5.57 -0.35 -0.77
C 5.69 0.50 0.49
C 4.49 1.43 0.62
C 3.19 0.64 0.64
O 1.53 -1.86 0.36
N -2.77 -1.45 -0.03
C -3.59 -0.28 0.18
C -4.08 0.29 -1.15
C -3.02 1.12 -1.88
O -2.85 2.38 -1.26
C -1.86 2.60 -0.36
C -2.03 3.73 0.46
C -1.05 4.04 1.38
C 0.08 3.23 1.45
N 0.25 2.18 0.67
C -0.68 1.87 -0.21
H -1.81 -3.76 -0.67
H -2.15 -4.53 0.90
H 0.22 -4.21 0.89
H -0.42 -2.94 1.93
H 3.03 0.46 -1.51
H 4.18 -1.75 -1.67
H 4.27 -1.84 0.10
H 6.41 -1.04 -0.84
H 5.58 0.29 -1.65
H 6.61 1.08 0.46
H 5.74 -0.15 1.37
H 4.47 2.13 -0.22
H 4.57 2.02 1.54
H 2.33 1.31 0.72
H 3.18 -0.03 1.51
H -2.03 -1.41 -0.72
H -4.44 -0.61 0.79
H -3.04 0.49 0.74
H -4.40 -0.53 -1.80
H -4.94 0.94 -0.97
H -2.08 0.57 -1.97
H -3.37 1.35 -2.89
H -2.92 4.32 0.35
H -1.15 4.90 2.02
H 0.88 3.43 2.15
H -0.45 1.01 -0.83

53
Properties=species:S:1:pos:R:3 method="wB97M-V/def2-TZVPD" de_lowest_ev=2.842 e_tot_ha=-1582.531737 smiles="CC(C)N(C(=O)CSc1nnc(Cc2ccc3c(c2)OCO3)n1C)C(C)C" homo_lumo_gap_ev=8.6
C 3.97 2.07 -2.28
C 2.93 2.06 -1.16
C 1.58 1.54 -1.66
N 3.41 1.29 0.00
C 3.50 -0.04 -0.12
O 3.41 -0.63 -1.18
C 3.72 -0.86 1.17
S 2.95 -2.48 0.90
C 1.37 -1.83 0.57
N 0.92 -0.68 1.00
N -0.31 -0.51 0.47
C -0.59 -1.55 -0.25
C -1.84 -1.79 -1.03
C -2.87 -0.74 -0.73
C -2.68 0.56 -1.16
C -3.60 1.57 -0.90
C -4.72 1.23 -0.19
C -4.92 -0.08 0.25
C -4.02 -1.08 0.00
O -6.12 -0.15 0.93
C -6.65 1.15 0.91
O -5.78 2.01 0.20
N 0.45 -2.44 -0.23
C 0.58 -3.70 -0.91
C 3.59 2.02 1.25
C 4.51 3.23 1.08
C 2.23 2.40 1.85
H 4.13 1.06 -2.64
H 3.62 2.68 -3.11
H 4.91 2.47 -1.92
H 2.78 3.08 -0.81
H 1.70 0.57 -2.14
H 1.17 2.24 -2.39
H 0.88 1.43 -0.83
H 3.24 -0.44 2.04
H 4.78 -1.05 1.34
H -2.23 -2.78 -0.79
H -1.59 -1.77 -2.10
H -1.78 0.80 -1.71
H -3.44 2.59 -1.23
H -4.19 -2.08 0.35
H -7.64 1.14 0.42
H -6.76 1.52 1.95
H 0.19 -3.61 -1.92
H 0.04 -4.48 -0.37
H 1.64 -3.96 -0.94
H 4.10 1.34 1.94
H 4.76 3.62 2.07
H 5.43 2.94 0.58
H 4.04 4.03 0.52
H 1.75 3.17 1.26
H 2.37 2.77 2.86
H 1.58 1.53 1.87

59
Properties=species:S:1:pos:R:3 method="wB97M-V/def2-TZVPD" e_tot_ha=-16936.019874 smiles="CCC(=O)OCCc1ccc2c(c1[PH2]=N)C(=O)NC2=O.BrCCBr.BrCCBr.BrCCBr" homo_lumo_gap_ev=8.2
C 0.19 4.54 -2.00
C 0.50 4.69 -0.47
C 1.99 4.58 -0.17
O 2.71 5.51 -0.46
O 2.52 3.48 0.46
C 3.67 2.95 -0.23
C 3.90 1.45 0.24
C 2.66 1.00 1.03
C 2.70 1.12 2.41
C 1.58 0.75 3.18
C 0.49 0.27 2.49
C 0.45 0.14 1.08
C 1.55 0.49 0.32
P 1.49 0.27 -1.49
N 0.79 1.47 -2.25
C -0.94 -0.40 0.69
O -1.31 -0.99 -0.28
N -1.77 0.01 1.83
C -0.87 -0.24 2.96
O -1.15 -0.78 4.00
H -0.57 3.75 -2.11
H 1.07 4.16 -2.54
H -0.23 5.44 -2.45
H 0.19 5.70 -0.18
H -0.11 3.98 0.09
H 4.53 3.52 0.14
H 3.57 3.04 -1.32
H 4.80 1.41 0.86
H 4.08 0.80 -0.62
H 3.60 1.52 2.88
H 1.56 0.81 4.25
H 0.76 -0.92 -1.75
H 2.80 0.11 -2.01
H 1.44 1.87 -2.91
H -1.68 1.03 1.80
Br -7.27 -2.68 -1.54
C -5.32 -2.75 -1.57
C -4.73 -1.37 -1.58
Br -4.86 -0.54 -3.33
H -5.04 -3.34 -2.43
H -5.04 -3.28 -0.66
H -3.66 -1.41 -1.36
H -5.20 -0.69 -0.87
Br 2.91 -4.26 6.90
C 1.41 -3.02 6.90
C 1.19 -2.43 5.53
Br 2.50 -1.05 5.12
H 1.62 -2.27 7.65
H 0.55 -3.61 7.20
H 0.23 -1.92 5.49
H 1.24 -3.17 4.74
Br -0.19 -2.72 -4.97
C -1.90 -2.99 -5.85
C -2.74 -4.01 -5.13
Br -2.11 -5.82 -5.49
H -1.69 -3.26 -6.88
H -2.39 -2.02 -5.83
H -3.76 -3.99 -5.49
H -2.73 -3.89 -4.05

50
Properties=species:S:1:pos:R:3 method="wB97M-V/def2-TZVPD" charge=+1 de_lowest_ev=0.531 e_tot_ha=-4026.688389 homo_lumo_gap_ev=5.0
C 4.07 1.15 0.85
Si 2.60 2.01 0.08
C 2.82 2.28 -1.76
H -0.96 -1.50 0.35
C 1.89 3.43 1.04
Ge 0.12 2.79 1.65
C -0.76 4.25 2.62
C -1.16 2.35 0.25
C 0.00 1.23 2.78
H 4.89 1.89 0.77
H 3.93 0.88 1.92
H 4.33 0.24 0.26
H 3.63 3.03 -1.82
H 3.14 1.33 -2.23
H 1.92 2.68 -2.26
H 2.54 3.67 1.89
H 1.79 4.31 0.40
H -1.76 3.94 2.96
H -0.15 4.50 3.50
H -0.84 5.13 1.95
H -2.14 2.16 0.69
H -1.25 3.17 -0.46
H -0.86 1.44 -0.30
H -1.04 1.11 3.14
H 0.28 0.33 2.22
H 0.66 1.33 3.64
Cl -4.30 1.28 -4.16
C -3.62 0.18 -3.05
C -4.03 0.10 -1.71
C -3.50 -0.83 -0.80
C -2.38 -1.62 -1.12
C -1.56 -2.31 -0.01
C -0.54 -3.48 -0.09
C -0.15 -4.15 1.09
C 1.04 -4.90 1.18
C 1.83 -5.13 0.05
Cl 3.27 -6.08 0.12
C 1.48 -4.44 -1.13
C 0.30 -3.67 -1.20
C -1.90 -1.45 -2.43
C -2.50 -0.59 -3.36
H -4.78 0.82 -1.40
H -4.01 -0.90 0.16
H -2.21 -2.43 0.87
H -0.74 -4.09 1.99
H 1.38 -5.31 2.11
H 2.16 -4.47 -1.98
H 0.08 -3.24 -2.18
H -1.01 -1.99 -2.75
H -2.02 -0.42 -4.32

54
Properties=species:S:1:pos:R:3 method="wB97M-V/def2-TZVPD" de_lowest_ev=0.000 e_tot_ha=-1645.188717 smiles="O=C(CN1CCN(Cc2ccccc2Cl)C1=O)NCCCN1CCOCC1" homo_lumo_gap_ev=9.2
O -0.60 2.39 0.80
C -0.78 1.19 0.89
C -2.15 0.54 0.64
N -2.16 -0.34 -0.50
C -2.30 0.16 -1.85
C -2.11 -1.10 -2.70
N -1.52 -2.03 -1.77
C -1.22 -3.40 -2.10
C -2.37 -4.10 -2.78
C -2.22 -4.58 -4.08
C -3.26 -5.22 -4.73
C -4.48 -5.37 -4.09
C -4.65 -4.89 -2.80
C -3.60 -4.26 -2.16
Cl -3.84 -3.68 -0.54
C -1.58 -1.58 -0.48
O -1.16 -2.16 0.50
N 0.18 0.29 1.17
C 1.53 0.69 1.48
C 1.72 0.92 2.99
C 3.07 1.57 3.28
N 3.31 2.75 2.48
C 4.68 3.23 2.62
C 4.91 4.40 1.67
O 4.02 5.46 1.93
C 2.69 5.01 1.81
C 2.39 3.85 2.76
H -2.89 1.32 0.49
H -2.42 -0.05 1.52
H -3.28 0.62 -1.99
H -1.53 0.91 -2.06
H -1.45 -0.94 -3.56
H -3.07 -1.48 -3.07
H -0.34 -3.43 -2.75
H -0.98 -3.89 -1.15
H -1.27 -4.46 -4.58
H -3.13 -5.59 -5.73
H -5.30 -5.87 -4.59
H -5.60 -5.01 -2.29
H -0.08 -0.68 1.27
H 2.22 -0.07 1.12
H 1.73 1.63 0.96
H 0.91 1.55 3.35
H 1.67 -0.03 3.52
H 3.87 0.86 3.05
H 3.13 1.80 4.37
H 5.36 2.42 2.37
H 4.88 3.56 3.66
H 5.91 4.80 1.79
H 4.78 4.05 0.63
H 2.05 5.87 2.05
H 2.49 4.69 0.78
H 1.37 3.52 2.58
H 2.48 4.19 3.80

60
Properties=species:S:1:pos:R:3 method="wB97M-V/def2-TZVPD" charge=+1 e_tot_ha=-2983.509189 homo_lumo_gap_ev=4.5
C 1.72 -0.82 -0.79
C 2.74 -2.02 -1.33
O 2.20 -2.73 -2.52
C 3.27 -3.02 -0.14
C 2.12 -3.97 0.54
P 3.20 -5.45 1.19
O 4.06 -6.14 0.05
C 1.41 -3.48 1.96
C 1.58 -1.93 2.46
N 0.00 -4.08 1.94
C -0.38 -3.83 0.47
N -1.54 -3.27 0.02
S -1.83 -3.00 -1.68
O -0.77 -2.09 -2.38
O -3.19 -2.21 -1.77
F -2.05 -4.42 -2.61
N 0.86 -4.31 -0.26
P 0.77 -5.99 -0.91
S 0.18 -7.30 0.47
H 1.61 -0.04 -1.68
H 0.69 -1.23 -0.40
H 2.24 -0.24 0.12
H 3.70 -1.44 -1.72
H 2.10 -2.08 -3.30
H 3.73 -2.31 0.70
H 4.19 -3.61 -0.58
H 4.16 -4.81 2.11
H 2.45 -6.38 2.00
H 2.02 -4.08 2.78
H 2.68 -1.52 2.45
H 0.82 -1.22 1.88
H 1.24 -1.91 3.60
H -0.10 -5.06 2.28
H -2.26 -3.00 0.75
H 2.02 -6.41 -1.55
H -0.24 -6.11 -1.97
F 2.35 1.85 -1.19
C 1.74 2.90 -0.65
C 0.64 3.46 -1.29
C -0.01 4.56 -0.72
C 0.46 5.09 0.49
C 1.57 4.52 1.12
C 2.20 3.42 0.56
H 0.29 3.04 -2.23
H -0.87 5.00 -1.21
H -0.04 5.95 0.93
H 1.93 4.94 2.06
H 3.06 2.96 1.04
F -2.20 6.03 -0.25
C -3.53 6.09 -0.17
C -4.15 7.27 0.24
C -5.54 7.33 0.32
C -6.30 6.21 -0.01
C -5.68 5.03 -0.42
C -4.29 4.97 -0.50
H -3.53 8.13 0.50
H -6.02 8.25 0.63
H -7.39 6.26 0.06
H -6.28 4.15 -0.66
H -3.79 4.06 -0.83

56
Properties=species:S:1:pos:R:3 method="wB97M-V/def2-TZVPD" de_lowest_ev=0.021 e_tot_ha=-1758.217536 smiles="CN(C(=O)c1cc(S(N)(=O)=O)n(C)c1)[C@H]1CCCN(C(=O)C(F)=C2CCC2)CC1" homo_lumo_gap_ev=9.4
C -2.90 1.69 0.75
N -1.46 1.83 0.63
C -0.93 3.01 1.04
O -1.61 3.83 1.65
C 0.49 3.33 0.75
C 1.37 2.94 -0.29
C 2.54 3.64 -0.11
S 3.95 3.56 -1.11
N 5.10 2.93 -0.11
O 3.64 2.63 -2.15
O 4.41 4.89 -1.41
N 2.41 4.44 1.00
C 3.42 5.34 1.54
C 1.17 4.26 1.51
C -0.68 0.66 0.22
C -1.06 -0.57 1.07
C 0.11 -1.53 1.33
C 0.96 -1.81 0.09
N 0.19 -1.86 -1.15
C -0.81 -2.75 -1.41
O -1.68 -2.53 -2.23
C -0.87 -4.03 -0.65
F 0.27 -4.48 -0.05
C -1.97 -4.77 -0.54
C -2.24 -6.08 0.14
C -3.65 -6.08 -0.52
C -3.37 -4.66 -1.10
C 0.12 -0.60 -1.89
C -0.86 0.40 -1.29
H -3.38 2.61 0.45
H -3.24 0.88 0.11
H -3.21 1.48 1.78
H 1.20 2.27 -1.11
H 5.15 1.92 -0.18
H 5.99 3.38 -0.28
H 2.99 5.85 2.40
H 4.30 4.78 1.85
H 3.71 6.07 0.79
H 0.83 4.81 2.37
H 0.36 0.90 0.43
H -1.43 -0.23 2.03
H -1.88 -1.11 0.59
H 0.76 -1.12 2.10
H -0.29 -2.47 1.72
H 1.68 -1.01 -0.05
H 1.54 -2.72 0.22
H -1.58 -6.90 -0.13
H -2.26 -6.00 1.23
H -3.76 -6.84 -1.29
H -4.49 -6.15 0.17
H -3.95 -3.86 -0.64
H -3.42 -4.55 -2.17
H 1.13 -0.18 -1.90
H -0.17 -0.81 -2.91
H -1.88 0.05 -1.47
H -0.75 1.35 -1.82